{"formula": "C3H10N2O2", "method": "the ωB97M-V functional and the def2-TZVPD basis", "homo_energy_ev": -9.3, "e_above_lowest_kcal_mol": 25.57, "smiles": "NCCNC=O.O", "energy_ev": -10348.37905, "elements": ["N", "C", "C", "N", "C", "O", "H", "H", "H", "H", "H", "H", "H", "H", "O", "H", "H"], "positions_angstrom": [[1.31, -0.78, -2.87], [0.69, -0.82, -1.53], [1.13, 0.36, -0.64], [0.14, 0.68, 0.36], [0.39, 0.44, 1.66], [-0.42, 0.31, 2.56], [0.61, -0.83, -3.61], [1.91, 0.02, -2.98], [0.95, -1.75, -1.04], [-0.39, -0.77, -1.63], [2.03, 0.07, -0.11], [1.38, 1.20, -1.29], [-0.83, 0.65, 0.07], [1.46, 0.36, 1.88], [-2.68, -0.15, 0.80], [-3.22, 0.65, 0.85], [-2.57, -0.42, 1.72]], "mulliken_charge": [-0.539, -0.399, -0.618, -0.116, 0.049, -0.548, 0.227, 0.227, 0.229, 0.284, 0.329, 0.297, 0.305, 0.303, -0.662, 0.318, 0.315]}

=====

{"formula": "C21H16NO5PRuS2", "method": "the ωB97M-V functional and the def2-TZVPD basis", "spin_multiplicity": 2, "homo_energy_ev": [-5.3, -5.2], "total_charge": -1, "e_above_lowest_kcal_mol": 24.34, "energy_ev": -67309.89063, "elements": ["Ru", "O", "C", "O", "C", "C", "C", "C", "C", "N", "C", "O", "O", "H", "H", "H", "C", "C", "O", "H", "H", "H", "S", "P", "S", "C", "C", "C", "C", "C", "C", "C", "C", "C", "C", "C", "C", "H", "H", "H", "H", "H", "H", "H", "H", "H", "H"], "positions_angstrom": [[0.57, -2.91, -0.69], [1.42, -2.06, -4.58], [1.38, -2.25, -3.38], [0.42, -2.84, -2.72], [2.54, -1.77, -2.50], [3.56, -0.88, -2.82], [4.44, -0.52, -1.81], [4.31, -1.03, -0.52], [3.27, -1.91, -0.28], [2.47, -2.24, -1.28], [2.85, -2.55, 1.05], [3.61, -2.51, 1.99], [1.67, -3.12, 1.03], [3.63, -0.48, -3.83], [5.23, 0.19, -2.02], [4.97, -0.74, 0.29], [-1.78, -3.71, 1.15], [-0.95, -4.02, -0.06], [-1.02, -5.05, -0.69], [-2.48, -4.51, 1.37], [-2.30, -2.76, 0.99], [-1.10, -3.55, 1.99], [-1.89, -0.63, 2.71], [-1.25, 0.25, 1.08], [-0.26, -0.77, -0.38], [-0.15, 1.66, 1.50], [1.11, 1.85, 0.94], [1.88, 2.95, 1.30], [1.39, 3.87, 2.21], [0.13, 3.69, 2.77], [-0.63, 2.59, 2.42], [-2.59, 1.09, 0.17], [-2.30, 1.84, -0.96], [-3.31, 2.47, -1.66], [-4.63, 2.35, -1.24], [-4.92, 1.60, -0.11], [-3.91, 0.97, 0.59], [1.48, 1.12, 0.23], [2.86, 3.08, 0.87], [1.99, 4.73, 2.49], [-0.25, 4.41, 3.49], [-1.61, 2.44, 2.87], [-1.27, 1.92, -1.31], [-3.08, 3.05, -2.55], [-5.42, 2.84, -1.79], [-5.95, 1.49, 0.22], [-4.12, 0.37, 1.48]], "mulliken_charge": [0.071, -0.682, 0.381, -0.658, 0.360, -0.421, -0.245, -0.371, 0.351, -0.369, 0.453, -0.680, -0.647, 0.513, 0.419, 0.506, -0.820, 0.932, -0.600, 0.321, 0.029, 0.269, -0.432, 0.783, 0.014, 0.187, 0.013, -0.623, -0.380, -0.633, -0.581, 0.162, -0.385, -0.644, -0.358, -0.551, -0.266, 0.255, 0.403, 0.356, 0.367, 0.361, 0.396, 0.369, 0.360, 0.373, 0.342]}

=====

{"formula": "C20H18N4O4S2", "method": "the ωB97M-V functional and the def2-TZVPD basis", "homo_energy_ev": -8.3, "e_above_lowest_kcal_mol": 428.05, "smiles": "CC(=O)Nc1ccc(S(=O)(=O)NNC(=O)c2cc3c4ccccc4n(C)c3s2)cc1", "energy_ev": -56835.88118, "elements": ["C", "C", "O", "N", "C", "C", "C", "C", "S", "O", "O", "N", "N", "C", "O", "C", "C", "C", "C", "C", "C", "C", "C", "C", "N", "C", "C", "S", "C", "C", "H", "H", "H", "H", "H", "H", "H", "H", "H", "H", "H", "H", "H", "H", "H", "H", "H", "H"], "positions_angstrom": [[-2.91, -5.01, 0.43], [-3.46, -3.67, 0.16], [-4.55, -3.41, -0.33], [-2.75, -2.67, 0.56], [-3.00, -1.44, 0.41], [-4.22, -0.79, 0.03], [-4.40, 0.54, 0.12], [-3.36, 1.50, 0.40], [-3.41, 3.06, 0.19], [-4.77, 3.78, 0.29], [-2.52, 3.86, 1.07], [-2.82, 3.47, -1.13], [-1.37, 2.95, -1.19], [-1.15, 1.74, -1.41], [-1.82, 1.17, -2.10], [0.20, 1.41, -1.02], [1.23, 2.03, -0.65], [2.27, 1.30, -0.20], [3.77, 1.17, 0.21], [4.48, 2.14, 0.80], [5.88, 1.97, 1.03], [6.31, 0.32, 0.90], [5.58, -0.45, 0.34], [4.21, 0.05, -0.27], [3.15, -0.85, -0.42], [3.30, -2.36, -0.93], [2.14, 0.01, -0.73], [0.55, -0.29, -1.42], [-2.28, 0.96, 1.04], [-2.03, -0.48, 1.15], [-2.58, -5.25, 1.39], [-3.56, -5.89, 0.04], [-1.91, -5.21, -0.19], [-2.01, -2.84, 0.91], [-4.96, -1.48, -0.43], [-5.27, 1.09, -0.48], [-3.38, 3.04, -1.73], [-0.82, 3.56, -0.38], [1.14, 3.21, -0.22], [4.22, 3.30, 0.77], [6.47, 2.52, 1.37], [7.33, 0.30, 1.22], [5.83, -1.61, 0.21], [4.21, -2.25, -1.58], [3.52, -2.89, -0.20], [2.40, -2.59, -1.15], [-1.60, 1.69, 1.48], [-1.25, -0.67, 1.63]], "mulliken_charge": [-1.257, 0.974, -0.638, 0.018, 0.996, -0.551, -0.557, -0.049, 1.287, -0.741, -0.787, -0.323, -0.125, -0.952, -0.515, 1.235, -0.121, -0.022, 0.233, -0.374, -1.131, -0.265, -0.743, 0.716, 0.069, -1.368, 0.379, -0.268, -0.257, -1.156, 0.379, 0.302, 0.277, -0.263, 0.501, 0.213, 0.311, 0.422, 0.067, 0.181, 0.789, 0.368, 0.131, 0.309, 0.505, 0.612, 0.501, 0.689]}

=====

{"formula": "C4H8O2", "method": "the ωB97M-V functional and the def2-TZVPD basis", "homo_energy_ev": -9.3, "e_above_lowest_kcal_mol": 47.75, "smiles": "C[C@H](C=O)CO", "energy_ev": -8371.21106, "elements": ["C", "C", "C", "O", "C", "O", "H", "H", "H", "H", "H", "H", "H", "H"], "positions_angstrom": [[-1.26, -1.05, -0.04], [-0.19, -0.13, 0.54], [-0.32, 1.32, -0.08], [-1.00, 1.55, -1.05], [1.25, -0.31, 0.06], [1.50, 0.90, -0.80], [-2.17, -0.45, -0.19], [-1.53, -1.91, 0.59], [-0.97, -1.44, -1.02], [-0.29, -0.03, 1.63], [0.11, 2.10, 0.57], [1.99, -0.22, 0.85], [1.43, -1.21, -0.54], [1.11, 0.83, -1.69]], "mulliken_charge": [-1.295, 0.342, -0.005, -0.563, -0.543, -0.560, 0.289, 0.373, 0.304, 0.392, 0.336, 0.250, 0.324, 0.357]}

=====

{"formula": "C20H32N3O2", "method": "the ωB97M-V functional and the def2-TZVPD basis", "homo_energy_ev": -10.9, "total_charge": 1, "e_above_lowest_kcal_mol": 0.00, "smiles": "O=C(CCN1CC[NH+](CCO)CC1)Nc1ccc(C2CCCC2)cc1", "energy_ev": -29819.61827, "elements": ["O", "C", "C", "C", "N", "C", "C", "N", "C", "C", "O", "C", "C", "N", "C", "C", "C", "C", "C", "C", "C", "C", "C", "C", "C", "H", "H", "H", "H", "H", "H", "H", "H", "H", "H", "H", "H", "H", "H", "H", "H", "H", "H", "H", "H", "H", "H", "H", "H", "H", "H", "H", "H", "H", "H", "H", "H"], "positions_angstrom": [[0.04, 0.24, -1.76], [0.92, 1.11, -1.83], [1.62, 1.41, -3.14], [2.55, 0.24, -3.54], [1.80, -0.97, -3.71], [2.03, -2.13, -2.90], [0.71, -2.91, -2.83], [-0.39, -1.98, -3.15], [-1.72, -2.45, -2.73], [-1.90, -2.40, -1.21], [-1.18, -3.47, -0.62], [-0.34, -1.63, -4.59], [1.12, -1.26, -4.94], [1.34, 1.81, -0.78], [0.91, 1.78, 0.56], [-0.28, 1.18, 0.96], [-0.64, 1.20, 2.29], [0.16, 1.80, 3.26], [-0.26, 1.84, 4.70], [-1.51, 2.71, 4.91], [-2.31, 2.00, 6.00], [-2.12, 0.53, 5.64], [-0.64, 0.44, 5.26], [1.34, 2.40, 2.84], [1.71, 2.40, 1.51], [2.19, 2.33, -3.08], [0.86, 1.53, -3.91], [3.08, 0.52, -4.46], [3.30, 0.09, -2.76], [2.83, -2.78, -3.30], [2.33, -1.81, -1.90], [0.54, -3.33, -1.84], [0.69, -3.73, -3.56], [-0.17, -1.06, -2.62], [-2.47, -1.82, -3.19], [-1.86, -3.48, -3.07], [-2.97, -2.49, -0.99], [-1.54, -1.44, -0.83], [-1.43, -3.56, 0.30], [-1.01, -0.79, -4.76], [-0.68, -2.49, -5.18], [1.61, -2.10, -5.47], [1.14, -0.40, -5.60], [2.10, 2.47, -0.94], [-0.92, 0.72, 0.23], [-1.57, 0.74, 2.59], [0.57, 2.24, 5.28], [-1.25, 3.73, 5.18], [-2.10, 2.75, 3.99], [-3.35, 2.30, 6.01], [-1.87, 2.21, 6.98], [-2.36, -0.14, 6.47], [-2.75, 0.27, 4.80], [-0.45, -0.35, 4.53], [-0.04, 0.23, 6.14], [1.98, 2.89, 3.56], [2.63, 2.87, 1.21]], "mulliken_charge": [-0.765, 0.651, -0.744, -1.041, 0.134, -0.868, -0.420, 0.639, -0.621, 0.075, -0.548, -0.695, -0.837, -0.061, 0.692, -0.741, -0.297, 0.516, 0.122, -0.868, -0.633, -0.545, -1.107, -1.285, -0.684, 0.407, 0.307, 0.436, 0.412, 0.392, 0.455, 0.288, 0.400, -0.169, 0.456, 0.345, 0.478, -0.144, 0.316, 0.437, 0.437, 0.381, 0.383, 0.219, 0.321, 0.385, 0.621, 0.357, 0.322, 0.378, 0.291, 0.366, 0.214, 0.388, 0.340, 0.372, 0.342]}

=====

{"formula": "C30H45GaGeN5O2P", "method": "the ωB97M-V functional and the def2-TZVPD basis", "homo_energy_ev": -13.5, "total_charge": 2, "energy_ev": -161553.12109, "elements": ["Ga", "O", "C", "C", "C", "C", "C", "C", "C", "N", "C", "C", "N", "C", "C", "C", "C", "C", "C", "C", "O", "H", "H", "H", "H", "H", "H", "H", "H", "H", "H", "H", "H", "H", "H", "C", "N", "C", "N", "C", "N", "C", "P", "C", "C", "H", "H", "H", "H", "H", "H", "H", "H", "H", "H", "H", "H", "C", "C", "C", "C", "Ge", "C", "C", "C", "C", "H", "H", "H", "H", "H", "H", "H", "H", "H", "H", "H", "H", "H", "H", "H", "H", "H", "H", "H"], "positions_angstrom": [[1.16, -0.41, 0.23], [-0.84, -0.16, -0.06], [-1.56, -1.30, 0.14], [-2.79, -1.13, 0.78], [-3.70, -2.21, 0.82], [-3.40, -3.39, 0.15], [-2.18, -3.56, -0.45], [-1.28, -2.47, -0.54], [-0.08, -2.61, -1.37], [0.96, -1.90, -1.26], [2.04, -1.91, -2.25], [3.27, -1.26, -1.65], [2.72, -0.10, -0.91], [3.20, 1.11, -1.08], [2.86, 2.26, -0.28], [3.38, 3.50, -0.69], [3.33, 4.59, 0.09], [2.67, 4.49, 1.36], [2.03, 3.31, 1.68], [2.07, 2.16, 0.91], [1.37, 1.09, 1.26], [-3.09, -0.17, 1.17], [-4.66, -2.09, 1.28], [-4.19, -4.08, 0.01], [-1.98, -4.54, -0.99], [-0.16, -3.34, -2.21], [1.72, -1.32, -3.15], [2.28, -2.93, -2.51], [4.01, -0.99, -2.38], [3.69, -1.87, -0.86], [3.94, 1.27, -1.91], [3.97, 3.54, -1.62], [3.70, 5.53, -0.21], [2.62, 5.42, 2.05], [1.47, 3.31, 2.60], [1.74, -1.32, 5.44], [2.53, -2.15, 4.59], [1.96, -3.56, 4.63], [0.55, -3.58, 4.23], [-0.21, -2.61, 5.00], [0.30, -1.23, 5.01], [0.08, -0.57, 3.69], [1.01, -1.53, 2.40], [2.65, -1.62, 3.28], [0.51, -3.27, 2.77], [2.22, -0.37, 5.42], [1.84, -1.72, 6.41], [2.02, -4.00, 5.68], [2.59, -4.19, 3.97], [-0.25, -2.99, 6.01], [-1.26, -2.54, 4.66], [0.61, 0.38, 3.65], [-1.00, -0.49, 3.52], [2.94, -0.55, 3.25], [3.35, -2.19, 2.68], [1.15, -3.88, 2.19], [-0.51, -3.43, 2.36], [-5.74, -0.28, -3.19], [-4.42, 0.26, -2.67], [-3.18, -0.32, -3.27], [-1.89, 0.33, -2.86], [-1.66, 1.23, -1.16], [-0.28, 2.62, -1.30], [-0.68, 3.73, -2.31], [-0.18, 3.56, -3.74], [1.22, 4.21, -3.93], [-6.49, 0.00, -2.39], [-5.71, -1.36, -3.26], [-6.02, 0.13, -4.13], [-4.41, -0.04, -1.55], [-4.35, 1.37, -2.75], [-3.16, -0.29, -4.34], [-3.12, -1.37, -3.08], [-1.72, 1.22, -3.50], [-0.97, -0.33, -2.90], [-2.91, 1.49, -0.28], [0.63, 2.20, -1.67], [-0.15, 3.04, -0.29], [-0.34, 4.63, -1.81], [-1.77, 3.85, -2.29], [-0.87, 4.00, -4.42], [-0.05, 2.52, -4.03], [1.16, 5.30, -4.10], [1.85, 3.74, -4.75], [1.84, 4.11, -3.03]], "mulliken_charge": [0.424, -1.046, 1.608, -0.762, -1.018, -0.914, -0.915, 0.766, -0.559, 0.151, -0.664, -0.711, 0.308, 0.314, 0.610, -0.718, -0.933, -0.488, -0.252, -0.130, 0.052, 0.640, 0.538, 0.505, 0.416, 0.475, 0.255, 0.514, 0.591, 0.266, 0.310, 0.368, 0.502, 0.335, 0.482, -0.861, 0.205, -0.781, 0.106, -0.961, 0.110, -1.037, 1.128, -1.528, -1.442, 0.455, 0.330, 0.293, 0.370, 0.317, 0.404, 0.395, 0.294, 0.464, 0.544, 0.665, 0.344, -1.447, 0.175, -0.855, -0.502, 0.794, -0.135, -1.253, -0.407, -1.039, 0.355, 0.349, 0.386, 0.031, 0.299, 0.565, 0.259, 0.535, 0.061, -0.016, 0.061, 0.166, 0.609, 0.379, 0.538, 0.198, 0.340, 0.345, 0.080]}